1.
The following is a DFT calculation (ωB97M-V/def2-TZVPD) of C38H49AlCl3CsN4O15S3 as an isolated structure in a non-equilibrium geometry.

Values from the calculation:
strongest force on any atom = 8.7 eV/A
Kohn-Sham gap = 1.5 eV
E_LUMO = -4.48 eV

Each line ends with the Mulliken charge.
Atoms and positions in Å:
C (-6.6141, 5.2517, 3.7757)  -0.389
C (-6.7806, 3.6746, 3.6632)  -0.722
N (-5.5995, 2.8679, 4.0416)  0.302
C (-4.9301, 3.3285, 5.2632)  0.341
C (-4.4725, 1.9965, 6.0812)  -2.480
C (-4.6655, 2.6473, 2.9405)  -0.558
S (-4.4276, 1.0618, 2.4791)  -0.111
S (-3.7289, 3.9438, 2.0954)  -0.044
C (-3.2065, 3.3740, 0.4131)  -0.843
C (-1.6426, 3.1511, 0.2412)  0.919
C (-0.9990, 4.0311, -0.9405)  -0.967
C (0.1387, 4.8762, -0.2490)  0.286
C (1.5004, 4.3011, -0.2940)  -0.612
C (2.5727, 5.0509, 0.3860)  -1.057
C (2.2616, 6.3173, 1.0693)  0.777
C (0.8895, 6.8908, 1.0827)  0.074
C (-0.1725, 6.1413, 0.4060)  -0.417
C (0.6160, 8.2153, 1.8246)  0.428
O (-0.5299, 8.6144, 1.9214)  -0.599
C (1.8073, 8.9685, 2.4457)  -0.522
C (3.0793, 8.4879, 2.4745)  -0.626
C (3.3672, 7.1058, 1.8353)  0.511
O (4.4679, 6.6014, 1.9612)  -0.597
H (-5.5578, 5.6179, 3.8899)  0.222
H (-6.9925, 5.6959, 2.8101)  0.387
H (-7.3366, 5.6575, 4.5778)  0.395
H (-7.0542, 3.4355, 2.6040)  0.404
H (-7.6617, 3.3475, 4.2878)  0.350
H (-5.6140, 3.8778, 5.9726)  0.045
H (-4.0103, 3.9548, 5.0991)  0.318
H (-3.5024, 1.5976, 5.5623)  0.943
H (-5.2873, 1.2363, 5.9223)  0.379
H (-4.3112, 2.2094, 7.2032)  0.482
H (-3.5702, 4.1148, -0.3484)  0.486
H (-3.6985, 2.3955, 0.1377)  0.409
H (-1.3733, 2.0792, 0.0741)  -1.206
H (-1.1647, 3.4552, 1.2195)  0.608
H (-1.7550, 4.6684, -1.4585)  0.627
H (-0.5461, 3.3227, -1.6859)  0.370
H (1.7618, 3.3480, -0.7997)  0.660
H (3.6156, 4.6506, 0.4120)  0.335
H (-1.2050, 6.5633, 0.4108)  0.417
H (1.6342, 9.9834, 2.8922)  0.336
H (3.9074, 9.0653, 2.9515)  0.366
O (-10.0189, 8.7445, 5.6416)  -0.632
Cl (-9.7530, 7.8713, 4.5343)  1.702
O (-9.4389, 8.6338, 3.3612)  -0.624
O (-10.8781, 7.0183, 4.2892)  -0.612
O (-8.5881, 7.0231, 4.8689)  -0.763
Al (-6.4127, 6.5946, 5.8024)  0.397
C (-0.2411, -0.0799, 1.4741)  -0.622
O (0.6780, 0.4822, 0.5387)  -0.351
H (-1.1304, 0.5419, 1.5154)  0.149
H (-0.5169, -1.0838, 1.1646)  0.405
H (0.2285, -0.1101, 2.4707)  0.222
H (1.4548, -0.0934, 0.5290)  0.229
Cl (-1.3810, -0.1804, -0.6892)  -0.539
C (-2.8927, 1.9298, -3.7570)  0.673
O (-2.8338, 2.9085, -3.0188)  -0.636
N (-2.8890, 2.0397, -5.1166)  -0.448
N (-2.9666, 0.6632, -3.2854)  -0.229
H (-2.9357, 1.2555, -5.7391)  0.145
H (-2.8343, 2.9659, -5.5017)  0.225
H (-2.9686, 0.5435, -2.2822)  0.083
H (-3.0170, -0.1489, -3.8714)  0.147
C (6.1138, 0.1816, -1.9552)  -0.503
C (6.9320, -0.3061, -2.9727)  -0.559
C (6.7326, -1.5860, -3.4745)  -0.585
C (5.7195, -2.3870, -2.9541)  0.337
C (4.9182, -1.9047, -1.9233)  0.392
C (5.1116, -0.6161, -1.4325)  -0.576
C (3.8642, -2.7532, -1.3235)  0.487
O (3.1740, -2.3005, -0.4312)  -0.734
C (3.6813, -4.1340, -1.8252)  0.284
C (2.7339, -4.9638, -1.2347)  -0.796
C (2.5487, -6.2543, -1.7121)  -0.194
C (3.3104, -6.7175, -2.7871)  0.057
C (4.2576, -5.8975, -3.3730)  -0.785
C (4.4545, -4.6057, -2.8907)  0.041
C (5.4958, -3.7480, -3.5056)  0.485
O (6.1616, -4.1519, -4.4435)  -0.705
H (6.2647, 1.1833, -1.5698)  0.434
H (7.7249, 0.3140, -3.3749)  0.390
H (7.3685, -1.9592, -4.2685)  0.454
H (4.4806, -0.2365, -0.6383)  0.419
H (2.1414, -4.6082, -0.4006)  0.408
H (1.8153, -6.9018, -1.2486)  0.297
H (3.1617, -7.7233, -3.1620)  0.327
H (4.8473, -6.2637, -4.2048)  0.436
O (4.5862, 4.8724, -4.2853)  -0.492
S (3.5177, 4.8040, -3.2816)  1.330
O (2.2414, 4.5348, -3.9570)  -0.452
O (3.4414, 6.0843, -2.5660)  -0.457
O (3.8036, 3.7214, -2.3306)  -0.404
Cs (-1.8599, 1.4295, 5.9774)  0.985
C (1.3838, -12.9470, -1.3157)  -1.445
C (2.6894, -12.1966, -1.1057)  0.210
C (2.4935, -10.7312, -0.7211)  -0.676
O (2.1369, -9.9936, -1.8760)  -0.274
C (0.7424, -9.6693, -1.9784)  -0.751
N (3.4484, -12.2037, -2.4020)  -0.263
H (0.8390, -12.5913, -2.1923)  0.386
H (1.5721, -14.0146, -1.4602)  0.422
H (0.7361, -12.8428, -0.4448)  0.357
H (3.3001, -12.7157, -0.3639)  0.347
H (3.4527, -10.3234, -0.3845)  0.342
H (1.7856, -10.6074, 0.1008)  0.436
H (0.2752, -9.5343, -1.0014)  0.395
H (0.2237, -10.4505, -2.5381)  0.246
H (0.6598, -8.7378, -2.5382)  0.206
H (3.4284, -13.1030, -2.8835)  0.353
H (4.4213, -11.9154, -2.2721)  0.359
H (3.0189, -11.4849, -3.0081)  0.344
Cl (0.7797, -5.7442, -3.6215)  -0.666

2.
The following is a DFT calculation (ωB97M-V/def2-TZVPD) of C38H49As2BN10O11SV as an isolated structure in a non-equilibrium geometry.

Values from the calculation:
strongest force on any atom = 2.4 eV/A
2S+1 = 2
Kohn-Sham gap (alpha / beta) = 5.7 / 6.4 eV
E_LUMO (alpha / beta) = -7.60 / -6.92 eV
net charge = +2
expectation value of S² = 0.77

Each line ends with the Löwdin spin population.
Atoms and positions in Å:
V (0.4827, 0.1508, -0.5210)  1.047
C (0.2160, 3.8851, 1.2522)  0.004
C (-0.3536, 2.6979, 0.8180)  0.009
N (0.6053, 1.8825, 0.3610)  -0.003
N (1.7804, 2.5335, 0.4673)  0.001
C (1.5744, 3.7368, 1.0109)  0.013
B (3.0762, 1.9074, -0.1040)  0.000
N (2.7838, 1.6012, -1.6000)  0.002
C (3.4247, 1.9252, -2.7313)  0.017
C (2.7466, 1.3546, -3.7970)  0.006
C (1.6820, 0.6757, -3.2231)  0.010
N (1.7140, 0.8342, -1.8947)  -0.005
N (3.2201, 0.5232, 0.5664)  0.000
C (4.1882, -0.0631, 1.2826)  -0.001
C (3.7438, -1.3031, 1.7065)  -0.001
C (2.4559, -1.4106, 1.2038)  -0.001
N (2.1479, -0.3079, 0.5016)  -0.014
N (4.2074, 2.8739, 0.0728)  0.000
C (5.0302, 3.1064, 1.1380)  0.000
C (5.6958, 4.2784, 0.9122)  0.000
C (5.2046, 4.7281, -0.3320)  0.000
N (4.3130, 3.8900, -0.8157)  0.000
H (-0.2863, 4.7271, 1.6932)  0.000
H (-1.3924, 2.4175, 0.7712)  0.000
H (2.3864, 4.4202, 1.1967)  0.001
H (4.3017, 2.5443, -2.7271)  0.001
H (2.9823, 1.4265, -4.8433)  0.000
H (0.9127, 0.0981, -3.7101)  0.000
H (5.1484, 0.3990, 1.4326)  0.000
H (4.2657, -2.0213, 2.3128)  0.000
H (1.7723, -2.2361, 1.2904)  0.000
H (5.0820, 2.4400, 1.9816)  0.000
H (6.4313, 4.7514, 1.5381)  0.000
H (5.4635, 5.6234, -0.8714)  0.000
O (-0.4512, -0.9947, -1.5613)  -0.048
N (-1.3088, -0.6195, -2.4641)  0.011
N (-1.5386, 0.6171, -2.3620)  -0.004
O (-0.9675, 1.2839, -1.4047)  -0.033
C (-2.4115, 1.2801, -3.2683)  0.000
C (-3.4773, 0.5886, -3.8329)  0.000
C (-4.3054, 1.2568, -4.7141)  0.000
C (-4.0562, 2.5852, -5.0373)  0.000
C (-2.9843, 3.2591, -4.4661)  0.000
C (-2.1576, 2.6143, -3.5653)  0.000
H (-3.6457, -0.4430, -3.5599)  0.000
H (-5.1500, 0.7437, -5.1514)  0.000
H (-4.6990, 3.0953, -5.7410)  0.000
H (-2.7915, 4.2900, -4.7262)  0.000
H (-1.3149, 3.1125, -3.1060)  0.000
C (0.0607, -5.5066, -2.6226)  0.000
C (0.9168, -4.7152, -3.6124)  0.000
C (0.8764, -3.2085, -3.3757)  0.000
S (1.6629, -2.5812, -1.8320)  0.001
O (0.9971, -3.1946, -0.6546)  0.003
C (3.3428, -3.3189, -1.9386)  0.000
C (3.4775, -4.7282, -1.3649)  0.000
C (3.7824, -4.7339, 0.1298)  0.000
H (0.2877, -6.5700, -2.6863)  0.000
H (-1.0006, -5.3702, -2.8339)  0.000
H (0.2337, -5.1799, -1.6003)  0.000
H (0.5352, -4.8859, -4.6229)  0.000
H (1.9494, -5.0652, -3.6038)  0.000
H (-0.1540, -2.8606, -3.3052)  0.000
H (1.4014, -2.6623, -4.1641)  0.000
H (3.9671, -2.6190, -1.3781)  0.000
H (3.6167, -3.2539, -2.9933)  0.000
H (4.2872, -5.2270, -1.9014)  0.000
H (2.5690, -5.3044, -1.5372)  0.000
H (4.6918, -4.1690, 0.3433)  0.000
H (3.9269, -5.7570, 0.4736)  0.000
H (2.9551, -4.3021, 0.6923)  0.000
C (2.6187, 1.4838, 4.0117)  0.000
O (1.4453, 1.2691, 3.2079)  0.000
C (0.7333, 0.1723, 3.4948)  0.000
O (1.1511, -0.7911, 4.0787)  0.000
C (-0.6435, 0.2299, 2.8803)  0.002
C (-1.5366, 1.0982, 3.3480)  -0.002
As (-3.3523, 1.4753, 2.7155)  0.000
C (-4.3076, 0.7518, 4.2728)  0.000
C (-3.5939, -0.0844, 1.5543)  -0.001
C (-2.6687, -0.8451, 0.9739)  0.000
As (-0.7519, -0.9672, 1.3556)  -0.009
C (-0.6193, -2.6733, 2.2944)  -0.005
C (-2.9270, -1.8450, -0.1069)  0.000
O (-2.1597, -2.7656, -0.2783)  -0.001
O (-3.9716, -1.5898, -0.8763)  0.000
C (-4.2970, -2.6020, -1.8435)  0.000
C (-5.0661, -0.2751, 1.2892)  0.000
O (-5.6304, -1.3294, 1.2425)  0.000
O (-5.6588, 0.9228, 1.2097)  0.000
C (-7.0819, 0.9328, 0.9945)  0.000
C (-1.1509, 2.0189, 4.4695)  0.000
O (-0.2414, 1.8333, 5.2333)  0.000
O (-1.9600, 3.0806, 4.5018)  0.000
C (-1.6585, 4.0772, 5.4969)  0.000
H (2.3152, 2.0030, 4.9197)  0.000
H (3.2953, 2.1044, 3.4311)  0.000
H (3.0846, 0.5364, 4.2719)  0.000
H (-4.1520, 1.4111, 5.1244)  0.000
H (-3.9475, -0.2464, 4.5138)  0.000
H (-5.3748, 0.7131, 4.0621)  0.000
H (-1.5755, -2.8681, 2.7756)  -0.001
H (0.1675, -2.6028, 3.0423)  0.000
H (-0.4033, -3.4469, 1.5608)  0.000
H (-5.1960, -2.2607, -2.3466)  0.000
H (-4.4867, -3.5480, -1.3404)  0.000
H (-3.4765, -2.7300, -2.5503)  0.000
H (-7.4419, 1.8818, 1.3791)  0.000
H (-7.5494, 0.1014, 1.5173)  0.000
H (-7.2911, 0.8566, -0.0712)  0.000
H (-2.5004, 4.7610, 5.5069)  0.000
H (-0.7428, 4.5996, 5.2226)  0.000
H (-1.5262, 3.6102, 6.4706)  0.000

- Which value of strongest force on any atom does entry 2 give?
  2.4 eV/A

- The lowest strongest force on any atom belongs to which entry?
  C38H49As2BN10O11SV

- Among the records above, which one has the highest strongest force on any atom?
  C38H49AlCl3CsN4O15S3

- Which of these has the lowest strongest force on any atom?
  C38H49As2BN10O11SV